[1]
Here is 2 unconnected molecules or ions with the total composition C3H11N3 in a non-equilibrium geometry from OMol25. Energies are from ωB97M-V/def2-TZVPD.

Each line ends with the natural charge from an NBO analysis.
Positions of all 17 atoms, in Å:
1 C -2.446 0.146 -0.195  -0.0725
2 N -1.652 -0.524 0.549  -0.4430
3 C -1.580 -0.449 2.169  -0.4539
4 H -2.724 -0.325 -1.094  0.1848
5 H -2.540 1.274 0.112  0.1474
6 H -0.458 -0.565 2.381  0.2235
7 H -1.846 0.587 2.500  0.1814
8 H -2.366 -1.211 2.623  0.2320
9 N 2.231 -0.872 -0.439  -0.8911
10 C 2.119 0.339 -1.177  -0.0423
11 N 0.849 1.241 -1.164  -0.8239
12 H 1.350 -1.370 -0.399  0.3792
13 H 3.115 -1.336 -0.495  0.3842
14 H 2.377 0.151 -2.232  0.1350
15 H 2.958 0.971 -0.893  0.1596
16 H 0.393 0.909 -0.342  0.3492
17 H 0.219 1.034 -1.904  0.3504

Force components x, y, z for each atom (eV/Å):
2.6 2.4 3.6
-1.7 -2.2 2.2
0.4 1.2 -2.2
-0.2 0.2 -1.6
-1.2 -1.8 -0.8
-2.0 -0.5 0.1
0.0 -0.7 -0.1
2.1 1.4 -1.2
-2.1 0.6 1.3
0.6 2.1 -2.4
2.7 -1.8 1.1
0.7 -0.7 -0.1
-0.2 -0.4 -0.1
-0.6 0.2 -0.2
-0.1 0.3 0.5
-0.8 0.2 0.9
-0.2 -0.5 -0.8

The calculation puts the energy relative to the best compared isomer or geometry (same formula, charge and spin) at 354.4 kJ/mol. The value obtained for the LUMO energy is 0.75 eV. For the HOMO energy, the calculation gives -8.55 eV. As for the SMILES: C=NC.NCN. The gap between HOMO and LUMO is 9.304 eV. For the energy, the calculation gives -7756.4107 eV.

***

[2]
Here is 2 unconnected molecules or ions with the total composition C3H11N3 in a non-equilibrium geometry from OMol25. Energies are from ωB97M-V/def2-TZVPD.

Each line ends with the natural charge from an NBO analysis.
Positions of all 17 atoms, in Å:
1 C 2.538 1.195 -1.990  -0.0107
2 N 2.398 0.380 -1.018  -0.4346
3 C 2.338 0.956 0.327  -0.4272
4 H 1.842 1.443 -2.803  0.1820
5 H 3.365 1.907 -1.834  0.1092
6 H 2.877 0.285 0.974  0.1982
7 H 2.723 1.943 0.453  0.1670
8 H 1.273 1.069 0.564  0.2153
9 N -1.949 -0.068 -0.351  -0.8153
10 C -1.587 -1.255 0.489  -0.0433
11 N -2.706 -1.577 1.340  -0.9069
12 H -2.780 -0.262 -0.892  0.3543
13 H -2.212 0.547 0.411  0.3385
14 H -0.588 -1.138 0.995  0.1608
15 H -1.390 -2.148 -0.106  0.1657
16 H -2.679 -2.345 1.988  0.3758
17 H -3.463 -0.932 1.453  0.3712

Force components x, y, z for each atom (eV/Å):
1.1 0.8 1.9
-3.1 0.7 -1.3
1.1 -1.1 -0.3
0.6 -1.6 -0.7
-0.5 1.0 -0.2
-0.3 -0.2 0.8
0.8 1.0 -0.3
0.2 -0.6 0.0
1.2 -1.0 1.5
0.1 -0.4 -0.8
-0.1 -0.3 0.4
-0.2 -0.2 0.0
-0.2 0.8 -0.5
-1.0 0.7 -0.1
-0.1 0.2 -0.6
0.1 0.1 0.0
0.2 0.2 0.1

The calculation puts the energy relative to the best compared isomer or geometry (same formula, charge and spin) at 346.5 kJ/mol. The value obtained for the LUMO energy is 0.69 eV. For the HOMO energy, the calculation gives -8.34 eV. As for the SMILES: C=NC.NCN. The gap between HOMO and LUMO is 9.034 eV. For the energy, the calculation gives -7756.4926 eV.

***

[3]
Here is 2 unconnected molecules or ions with the total composition C3H11N3 from OMol25. Energies are from ωB97M-V/def2-TZVPD.

Each line ends with the natural charge from an NBO analysis.
Positions of all 17 atoms, in Å:
1 H -1.749 2.920 -4.082  0.3381
2 N -1.921 3.173 -3.111  -0.6472
3 C -0.926 2.850 -2.412  0.2759
4 N -0.876 2.988 -1.010  -0.8606
5 H -0.024 2.401 -2.844  0.1373
6 H -1.819 2.943 -0.629  0.3766
7 H -0.488 3.889 -0.738  0.3802
8 C 0.849 -3.214 1.458  -0.6367
9 C 0.325 -1.834 1.851  -0.2213
10 N 1.040 -0.689 1.267  -0.8341
11 H 0.043 -3.924 1.304  0.2112
12 H 1.456 -3.180 0.552  0.2056
13 H 1.528 -3.596 2.219  0.2047
14 H -0.717 -1.678 1.597  0.1880
15 H 0.410 -1.693 2.927  0.1837
16 H 2.044 -0.811 1.360  0.3455
17 H 0.823 -0.542 0.291  0.3530

Force components x, y, z for each atom (eV/Å):
-0.1 0.0 0.0
-0.4 -0.2 -0.1
0.5 0.0 0.0
-0.4 0.0 0.2
0.0 0.2 0.1
0.1 0.2 -0.2
0.2 -0.3 0.0
0.2 0.0 0.0
0.5 0.8 -0.2
0.2 0.0 0.2
-0.1 -0.2 0.1
-0.3 0.1 -0.2
-0.1 -0.1 0.2
-0.2 -0.3 0.0
-0.2 -0.2 0.2
-0.1 0.1 -0.1
0.0 -0.2 0.0

The calculation puts the energy relative to the best compared isomer or geometry (same formula, charge and spin) at 111.9 kJ/mol. The value obtained for the LUMO energy is 0.99 eV. For the HOMO energy, the calculation gives -9.06 eV. As for the SMILES: [H]/N=C/N.CCN. The gap between HOMO and LUMO is 10.049 eV. For the energy, the calculation gives -7758.9245 eV.

***

[4]
Here is 2 unconnected molecules or ions with the total composition C3H11N3 in a non-equilibrium geometry from OMol25. Energies are from ωB97M-V/def2-TZVPD.

Each line ends with the natural charge from an NBO analysis.
Positions of all 17 atoms, in Å:
1 C 2.776 0.613 0.380  -0.0587
2 N 2.086 -0.441 0.145  -0.3838
3 C 2.940 -1.433 -0.530  -0.4701
4 H 2.152 1.504 0.449  0.1698
5 H 3.849 0.729 0.409  0.1513
6 H 3.408 -1.127 -1.468  0.1980
7 H 3.866 -1.679 0.070  0.1886
8 H 2.381 -2.347 -0.802  0.2053
9 N -1.976 1.074 -0.520  -0.8748
10 C -2.622 -0.124 0.065  -0.0516
11 N -3.687 0.289 0.975  -0.8160
12 H -1.268 0.824 -1.199  0.3588
13 H -1.531 1.696 0.143  0.3522
14 H -1.855 -0.728 0.529  0.1630
15 H -3.022 -0.761 -0.737  0.1762
16 H -4.161 0.993 0.397  0.3500
17 H -3.336 0.920 1.693  0.3418

Force components x, y, z for each atom (eV/Å):
-2.5 0.0 -0.1
2.0 0.9 -1.6
1.0 -1.8 0.8
0.4 0.2 0.9
0.5 -0.3 -0.4
-0.6 0.7 -0.1
-1.1 -0.1 -0.2
0.3 0.3 0.6
-0.3 -0.2 -0.9
0.8 0.8 0.1
-0.1 0.6 -0.8
0.0 -0.1 0.0
-0.1 -0.4 0.4
-0.1 -0.4 0.8
-0.1 0.5 0.1
-0.5 -0.5 0.1
0.5 -0.5 0.2

The calculation puts the energy relative to the best compared isomer or geometry (same formula, charge and spin) at 218.3 kJ/mol. The value obtained for the LUMO energy is 0.89 eV. For the HOMO energy, the calculation gives -9.14 eV. As for the SMILES: C=NC.NCN. The gap between HOMO and LUMO is 10.023 eV. For the energy, the calculation gives -7757.8215 eV.

***

[5]
Here is 2 unconnected molecules or ions with the total composition C3H11N3O in a non-equilibrium geometry from OMol25. Energies are from ωB97M-V/def2-TZVPD.

Each line ends with the natural charge from an NBO analysis.
Positions of all 18 atoms, in Å:
1 H -0.482 3.131 1.297  0.3323
2 N -0.574 2.150 1.568  -0.7760
3 C -0.203 1.400 0.600  0.5851
4 N 0.083 1.856 -0.686  -0.8506
5 N -0.068 0.044 0.757  -0.6502
6 C 1.051 -0.674 0.157  -0.2158
7 C 1.044 -2.139 0.616  -0.6220
8 H 0.004 1.151 -1.418  0.4009
9 H -0.480 2.661 -0.917  0.3810
10 H -0.308 -0.288 1.668  0.3929
11 H 1.959 -0.132 0.441  0.1864
12 H 0.961 -0.695 -0.933  0.1922
13 H 0.011 -2.344 0.920  0.2061
14 H 1.583 -2.169 1.568  0.2083
15 H 1.391 -2.930 -0.034  0.2265
16 O -1.644 -0.333 -2.039  -0.9522
17 H -1.865 -0.687 -1.174  0.4823
18 H -2.463 -0.004 -2.390  0.4728

Force components x, y, z for each atom (eV/Å):
-0.4 -0.2 0.0
0.4 0.0 0.1
-0.1 0.7 -0.2
0.2 -0.2 -0.2
-0.4 -0.9 -0.5
0.1 -0.2 -0.7
-0.6 0.9 1.8
-0.1 0.2 0.3
0.2 0.1 0.0
0.0 0.2 0.6
0.3 -0.4 -0.3
0.0 0.4 0.0
0.0 -0.3 -0.4
0.2 -0.4 -0.2
0.2 0.3 -0.4
0.5 -0.2 0.0
0.1 0.0 0.2
-0.5 0.2 -0.3

The calculation puts the energy relative to the best compared isomer or geometry (same formula, charge and spin) at 67.7 kJ/mol. The value obtained for the LUMO energy is 0.69 eV. For the HOMO energy, the calculation gives -8.60 eV. As for the SMILES: [H]/N=C(\N)NCC.O. The gap between HOMO and LUMO is 9.289 eV. For the energy, the calculation gives -9807.2996 eV.

***

[6]
Here is 2 unconnected molecules or ions with the total composition C3H11N3O in a non-equilibrium geometry from OMol25. Energies are from ωB97M-V/def2-TZVPD.

Each line ends with the natural charge from an NBO analysis.
Positions of all 18 atoms, in Å:
1 H -1.879 1.303 0.752  0.3406
2 N -0.932 1.200 0.408  -0.7628
3 C -0.627 0.020 0.013  0.5795
4 N -1.458 -1.083 -0.011  -0.8550
5 N 0.547 -0.161 -0.714  -0.6793
6 C 1.742 0.709 -0.499  -0.2258
7 C 2.873 0.666 -1.495  -0.6218
8 H -2.083 -1.095 0.775  0.4001
9 H -0.971 -1.845 -0.443  0.3968
10 H 0.446 -0.404 -1.688  0.3776
11 H 2.035 0.350 0.486  0.1861
12 H 1.350 1.694 -0.210  0.2147
13 H 3.595 -0.108 -1.255  0.2139
14 H 3.276 1.670 -1.520  0.2268
15 H 2.468 0.381 -2.464  0.2014
16 O -3.401 -0.793 2.732  -0.9596
17 H -3.808 -0.948 1.875  0.4790
18 H -3.172 -1.555 3.257  0.4876

Force components x, y, z for each atom (eV/Å):
0.0 -0.4 0.4
0.5 -0.2 0.3
-0.8 1.9 -1.4
0.6 1.1 -0.4
2.0 -0.7 -0.8
-2.0 -0.2 2.5
-1.1 -0.5 -0.1
0.0 -0.8 0.0
-0.5 -0.9 0.7
-0.5 -0.1 0.1
0.8 0.0 0.1
0.3 0.2 -0.9
0.3 0.2 0.2
0.5 -0.1 -0.3
0.1 0.3 -0.3
0.2 1.4 -0.1
-0.1 -0.8 0.5
-0.3 -0.7 -0.5

The calculation puts the energy relative to the best compared isomer or geometry (same formula, charge and spin) at 149.6 kJ/mol. The value obtained for the LUMO energy is 0.69 eV. For the HOMO energy, the calculation gives -8.50 eV. As for the SMILES: [H]/N=C(\N)NCC.O. The gap between HOMO and LUMO is 9.186 eV. For the energy, the calculation gives -9806.4512 eV.